Formula: C18H37N2O7S3
Source: the OMol25 dataset
Level of theory: ωB97M-V/def2-TZVPD

The value obtained for the largest force on an atom is 1.707 eV/Å. The calculation puts the HOMO energy at -1.71 eV. The calculation puts the frontier orbital gap at 3.60 eV.

The geometry in ORCA input format:
```
! RIJCOSX wB97M-V def2-TZVPD def2/J DEFGRID3
* xyz -1 1
H 4.3766 -1.4350 -1.5959
H -1.2840 1.7952 -0.0831
H 8.3776 0.1151 -1.7030
H -1.9178 -3.3884 1.3497
C 5.1940 -0.9439 -1.0731
H -5.7798 -1.2521 1.7138
H 6.7557 1.8405 -2.1405
C -4.6479 0.2794 -1.0239
H 7.6963 -0.2308 -0.1183
H -0.3492 -3.2318 -0.8890
O 2.2030 -4.0081 -0.5735
O -3.7573 4.8982 2.5265
O 2.1909 -2.0779 1.0046
C 1.2308 2.0708 -1.7548
H 0.7725 3.0591 -1.8391
H 2.3076 2.1489 -1.8722
C -4.1958 3.7447 1.7524
H -5.6594 0.0781 -1.3907
H -6.1274 3.2224 0.9497
H -3.2683 5.4709 1.9308
S -0.9673 0.6967 -2.1600
C 6.6331 1.3121 -1.1971
O 4.2441 1.1743 -2.3203
C 1.2955 -4.3930 1.8915
H -0.0651 -3.0911 2.9432
H 5.2070 -1.2591 -0.0302
C -5.1685 -1.4512 0.8292
C 6.5578 -1.1004 -1.7357
C -0.1599 -2.9824 0.1516
C 7.4434 0.0111 -1.1524
H 1.0764 2.1044 0.4268
H 6.4623 -0.9710 -2.8160
C -0.5976 1.0214 -0.4396
O -1.9338 1.6468 -2.6507
C 0.6480 1.1387 -2.8085
C 0.8803 1.4303 -0.4057
H 1.3320 -5.4108 1.5029
O 4.3524 1.2450 0.1730
H -4.1206 1.8999 2.8798
H -3.9213 -0.2190 -1.6741
C -5.7173 3.6511 1.8672
C -4.4443 -0.1894 0.3941
S 4.9018 0.8212 -1.0856
H 1.2260 0.2164 -2.8766
C -0.1009 -4.0292 2.3858
H 0.5305 1.5823 -3.7947
H -5.8113 -1.8275 0.0294
H 2.0867 -4.2407 2.6220
H -3.9384 3.9011 0.7022
H -1.1572 -4.8284 0.6770
C -0.9586 -3.8525 1.1258
O -1.1723 -0.7263 -2.3538
H 6.8474 1.9811 -0.3678
H 6.9745 -2.0897 -1.5520
N -3.6751 0.3747 1.2504
H 1.5097 0.5472 -0.2619
C -3.4751 2.4598 2.1899
H -0.3553 -1.9244 0.3076
H -0.8005 0.1194 0.1290
H -6.0154 3.0109 2.6998
H -2.5871 2.7724 2.7806
S 1.5744 -3.2843 0.5074
H -4.4771 -2.2616 1.0845
H -0.5011 -4.7974 3.0467
N -3.1784 1.6562 1.0199
H -4.4585 1.3524 -1.1059
H -6.1436 4.6472 2.0005
*
```